*w*
A cluster of 2 separate species, C6H13NS in total. Source: the OMol25 dataset; level of theory: ωB97M-V/def2-TZVPD.

Geometry as XYZ:
```
21
C6H13NS (ωB97M-V/def2-TZVPD)
C -0.15 -1.58 0.28
C -0.40 -1.19 -0.91
C -0.85 -1.11 -2.29
C -0.60 -0.59 2.45
C 1.64 1.85 -1.14
C 0.39 -0.50 1.29
N 0.38 1.80 -0.52
S -0.92 2.05 -1.46
H -0.41 -2.46 0.79
H -1.86 -1.47 -2.28
H -0.81 -0.08 -2.89
H -0.08 -1.65 -2.82
H -0.90 -1.62 2.75
H -0.08 -0.11 3.33
H -1.53 0.05 2.26
H 2.37 1.59 -0.33
H 1.68 1.21 -2.06
H 1.87 2.84 -1.40
H 0.48 0.50 0.83
H 1.38 -0.73 1.49
H -1.86 1.44 -0.60
```

Calculated values
- LUMO (alpha / beta): -0.3 / 0.7 eV
- HOMO-LUMO gap (alpha / beta): 0.2405 / 0.3211 hartree
- Net charge: 0

*x*
The molecule C6H13NS. Source: the OMol25 dataset; level of theory: ωB97M-V/def2-TZVPD.

Geometry as XYZ:
```
21
C6H13NS (ωB97M-V/def2-TZVPD)
C -1.58 -2.45 -1.13
C -0.37 -1.80 -0.38
C -0.51 -0.33 -0.24
N -0.77 0.47 -1.46
C -1.03 0.30 1.06
C 0.43 0.48 0.70
C 1.54 -0.32 1.44
S 1.17 1.97 0.16
H -1.75 -2.01 -2.12
H -1.45 -3.52 -1.30
H -2.48 -2.25 -0.48
H 0.58 -2.03 -0.81
H -0.35 -2.26 0.64
H -1.24 -0.01 -2.15
H 0.05 0.64 -1.97
H -1.74 1.11 0.97
H -1.26 -0.38 1.89
H 2.20 -0.93 0.79
H 1.00 -1.12 2.07
H 2.11 0.28 2.11
H 0.11 2.29 -0.67
```

Calculated values
- LUMO: 0.8 eV
- HOMO-LUMO gap: 0.3424 hartree
- Net charge: 0

Stability ranking, top and bottom: *x* is the most stable and *w* is the least stable.

*w*
The molecule C20H18N2O4. Source: the OMol25 dataset; level of theory: ωB97M-V/def2-TZVPD.

Geometry as XYZ:
```
44
C20H18N2O4 (ωB97M-V/def2-TZVPD)
C 0.54 3.81 0.64
C -0.29 4.91 1.28
C -1.23 4.42 2.39
O -0.55 4.11 3.59
C -0.09 2.86 3.86
C 0.62 2.75 5.06
C 1.11 1.52 5.47
C 0.91 0.39 4.69
C 0.22 0.50 3.49
C 0.04 -0.73 2.67
O -0.16 -1.82 3.13
N 0.13 -0.49 1.31
N -0.02 -1.47 0.42
C 0.13 -1.21 -0.82
C -0.02 -2.23 -1.83
C -0.31 -3.52 -1.51
O -0.46 -4.51 -2.38
C -0.32 -4.24 -3.70
C -0.48 -5.30 -4.60
C -0.35 -5.08 -5.95
C -0.06 -3.80 -6.43
C 0.10 -2.76 -5.55
C -0.03 -2.96 -4.17
C 0.14 -1.84 -3.23
O 0.39 -0.70 -3.59
C -0.29 1.73 3.08
H -0.11 3.07 0.16
H 1.18 4.23 -0.13
H 1.17 3.31 1.37
H -0.90 5.40 0.52
H 0.38 5.66 1.72
H -1.90 5.24 2.67
H -1.84 3.59 2.05
H 0.77 3.63 5.65
H 1.65 1.45 6.40
H 1.28 -0.57 4.99
H 0.39 0.45 0.99
H 0.39 -0.21 -1.19
H -0.44 -3.83 -0.48
H -0.71 -6.28 -4.20
H -0.48 -5.90 -6.64
H 0.04 -3.64 -7.49
H 0.33 -1.76 -5.89
H -0.87 1.78 2.17
```

Calculated values
- LUMO: 0.0 eV
- HOMO-LUMO gap: 0.3123 hartree
- Net charge: 0

*x*
The molecule C20H18N2O4. Source: the OMol25 dataset; level of theory: ωB97M-V/def2-TZVPD.

Geometry as XYZ:
```
44
C20H18N2O4 (ωB97M-V/def2-TZVPD)
C -4.53 -2.82 0.60
C -4.25 -2.39 -0.84
O -3.65 -1.11 -0.90
C -4.36 -0.02 -0.51
C -5.74 0.07 -0.49
C -6.37 1.27 -0.19
C -5.62 2.40 0.09
C -4.24 2.32 0.11
C -3.60 1.12 -0.17
N -2.19 1.04 -0.12
C -1.50 0.10 0.57
O -2.02 -0.77 1.24
C -0.01 0.21 0.43
C 0.73 -0.97 0.42
C 2.10 -0.95 0.30
C 2.77 0.27 0.20
N 4.15 0.37 0.07
C 5.08 -0.62 0.00
O 4.85 -1.82 0.03
C 6.46 -0.10 -0.13
C 7.64 -0.79 -0.23
C 8.65 0.19 -0.33
C 8.02 1.39 -0.29
O 6.69 1.23 -0.17
C 2.03 1.46 0.23
C 0.66 1.42 0.34
H -3.65 -2.63 1.20
H -4.78 -3.87 0.63
H -5.36 -2.24 1.02
H -5.15 -2.44 -1.46
H -3.49 -3.05 -1.28
H -6.35 -0.78 -0.73
H -7.44 1.32 -0.18
H -6.10 3.34 0.32
H -3.64 3.18 0.34
H -1.68 1.80 -0.55
H 0.20 -1.91 0.51
H 2.67 -1.87 0.28
H 4.51 1.32 0.03
H 7.75 -1.85 -0.22
H 9.71 0.02 -0.43
H 8.39 2.40 -0.34
H 2.55 2.41 0.18
H 0.12 2.36 0.40
```

Calculated values
- LUMO: 0.4 eV
- HOMO-LUMO gap: 0.3162 hartree
- Net charge: 0

Stability ranking, top and bottom: *x* is the most stable and *w* is the least stable.

*w*
A structure of composition C4H5Cl. Source: the OMol25 dataset; level of theory: ωB97M-V/def2-TZVPD.

Geometry as XYZ:
```
10
C4H5Cl (ωB97M-V/def2-TZVPD)
C -0.56 0.88 -0.93
C 0.09 0.20 -0.11
C -1.31 0.38 0.44
C 1.86 -0.63 0.37
Cl 3.09 0.36 -0.30
H -0.86 1.55 -1.68
H -1.41 0.82 1.41
H -1.91 -0.51 0.50
H 1.69 -1.62 -0.02
H 1.80 -0.64 1.40
```

Calculated values
- LUMO: 1.0 eV
- HOMO-LUMO gap: 0.3680 hartree
- Net charge: 0

*x*
The molecule C4H5Cl. Source: the OMol25 dataset; level of theory: ωB97M-V/def2-TZVPD.

Geometry as XYZ:
```
10
C4H5Cl (ωB97M-V/def2-TZVPD)
C 0.66 0.73 -1.32
C 0.72 0.61 0.01
C 0.06 -0.38 0.85
C -1.19 -0.75 0.68
Cl -1.86 -2.04 1.53
H 1.27 1.55 -1.83
H 0.14 0.02 -1.93
H 1.30 1.36 0.53
H 0.66 -0.82 1.63
H -1.76 -0.28 -0.16
```

Calculated values
- LUMO: 1.0 eV
- HOMO-LUMO gap: 0.3693 hartree
- Net charge: 0

Stability ranking, top and bottom: *x* is the most stable and *w* is the least stable.

*w*
A cluster of 15 separate species, H30O15 in total. Source: the OMol25 dataset; level of theory: ωB97M-V/def2-TZVPD.

Geometry as XYZ:
```
45
H30O15 (ωB97M-V/def2-TZVPD)
O -2.25 1.18 2.30
H -1.34 1.39 2.12
H -2.28 1.54 3.23
O -1.14 -1.79 1.73
H -1.07 -2.64 1.29
H -0.39 -1.65 2.32
O 0.28 2.20 1.61
H 0.54 3.11 1.55
H 0.29 2.03 2.56
O 2.65 0.69 0.14
H 2.62 -0.22 0.35
H 3.36 0.81 -0.54
O 2.61 0.84 2.82
H 2.17 0.92 2.02
H 3.56 0.63 2.63
O -3.30 -0.81 -1.31
H -3.07 0.06 -1.64
H -3.33 -0.79 -0.38
O -0.94 -2.11 -2.33
H -0.71 -1.72 -3.24
H -1.14 -1.38 -1.76
O 2.35 -1.90 0.93
H 2.71 -2.78 0.86
H 1.93 -1.83 1.79
O -3.71 -1.27 1.31
H -3.78 -0.34 1.52
H -2.73 -1.32 1.46
O 1.13 1.96 -1.71
H 1.31 1.66 -0.83
H 1.78 1.65 -2.38
O 0.73 -3.73 -0.32
H 1.52 -3.21 -0.56
H 0.12 -3.20 -0.77
O 1.76 -1.00 -2.26
H 1.21 -0.76 -1.56
H 2.35 -0.25 -2.36
O -1.02 3.62 -0.62
H -0.38 4.23 -0.33
H -0.45 3.18 -1.21
O -0.29 -0.19 -0.34
H -0.47 -0.88 0.36
H -0.08 0.64 0.08
O -1.28 0.84 -2.96
H -1.12 1.67 -3.40
H -0.70 0.90 -2.16
```

Calculated values
- LUMO: -0.6 eV
- HOMO-LUMO gap: 0.3316 hartree
- Net charge: 0

*x*
A cluster of 15 separate species, H30O15 in total. Source: the OMol25 dataset; level of theory: ωB97M-V/def2-TZVPD.

Geometry as XYZ:
```
45
H30O15 (ωB97M-V/def2-TZVPD)
H 0.81 0.82 -0.44
H -0.02 -0.32 -0.49
H -2.00 1.60 -2.55
H -1.88 0.22 -2.15
H -2.14 -0.40 -3.91
H -3.14 0.54 -3.53
H -1.84 -3.12 1.23
H -2.85 -4.05 1.62
H 1.95 0.99 3.97
H 3.28 1.69 4.27
H 0.32 -0.08 -3.33
H 0.50 -1.30 -4.08
H 1.94 2.55 0.11
H 1.40 1.73 1.29
H -0.64 2.11 0.22
H -1.07 1.18 1.43
H -2.01 -1.11 2.73
H -2.17 0.29 2.87
H -2.54 -3.23 -0.60
H -2.34 -2.69 -1.97
H 1.07 -2.49 -0.35
H -0.23 -2.52 -0.96
H 0.97 -1.19 2.42
H 0.68 -1.42 3.89
H -1.77 4.13 0.46
H -2.19 3.39 -0.81
H 3.28 -0.05 -1.48
H 3.82 -1.37 -2.04
H 5.06 2.25 1.13
H 4.91 0.74 1.26
O 0.12 0.40 0.06
O -1.51 1.00 -1.94
O -2.46 0.37 -4.23
O -2.11 -3.96 0.98
O 2.36 1.83 4.24
O -0.24 -0.87 -3.66
O 1.14 2.30 0.62
O -1.33 1.55 0.52
O -2.65 -0.51 3.08
O -2.06 -2.57 -1.04
O 0.58 -2.02 -0.98
O 0.42 -1.76 2.99
O -2.14 4.24 -0.43
O 3.80 -0.43 -2.23
O 4.93 1.53 1.81
```

Calculated values
- LUMO: -0.6 eV
- HOMO-LUMO gap: 0.2677 hartree
- Net charge: 0

Stability ranking, top and bottom: *w* is the most stable and *x* is the least stable.

*w*
A structure of composition C6H11O. Source: the OMol25 dataset; level of theory: ωB97M-V/def2-TZVPD.

Geometry as XYZ:
```
18
C6H11O (ωB97M-V/def2-TZVPD)
C -2.51 0.17 0.14
O -3.38 0.06 -0.83
C -1.23 -0.66 -0.10
C -0.15 -0.34 0.98
C 1.10 1.09 0.39
C 2.36 0.71 0.17
C 2.58 -0.44 -0.83
H -2.20 1.26 0.29
H -2.81 -0.38 1.12
H -0.83 -0.28 -1.04
H -1.61 -1.61 -0.42
H 0.55 -1.02 1.52
H -0.50 0.41 1.79
H 0.06 1.35 -0.90
H 0.76 1.85 0.97
H 2.31 0.02 -1.82
H 3.63 -0.93 -0.85
H 1.88 -1.26 -0.59
```

Calculated values
- LUMO: 2.3 eV
- HOMO-LUMO gap: 0.1850 hartree
- Net charge: -1

*x*
The ion C6H11O with charge -1. Source: the OMol25 dataset; level of theory: ωB97M-V/def2-TZVPD.

Geometry as XYZ:
```
18
C6H11O (ωB97M-V/def2-TZVPD)
C 1.58 1.83 -2.45
C 1.11 0.84 -1.78
C -0.24 0.82 -1.00
C -0.74 -0.67 -0.58
C -0.30 -1.35 0.66
C -0.87 -0.50 1.94
O -0.29 -0.90 3.07
H 1.04 2.66 -2.63
H 2.50 1.90 -2.89
H 1.55 -0.09 -1.59
H -0.98 1.24 -1.65
H -0.33 1.52 -0.06
H -0.62 -1.39 -1.40
H -1.84 -0.55 -0.64
H 0.77 -1.37 0.76
H -0.59 -2.37 0.73
H -0.42 0.62 1.91
H -1.99 -0.75 2.14
```

Calculated values
- LUMO: 3.6 eV
- HOMO-LUMO gap: 0.1964 hartree
- Net charge: -1

*y*
A cluster of 2 separate species, C6H11O in total. Source: the OMol25 dataset; level of theory: ωB97M-V/def2-TZVPD.

Geometry as XYZ:
```
18
C6H11O (ωB97M-V/def2-TZVPD)
C 1.71 2.34 -1.62
O 3.06 2.37 -1.53
C 1.04 1.14 -0.89
C -1.17 -1.65 -0.20
C -1.51 -1.31 1.07
C -1.81 -0.33 2.02
C -1.49 -2.77 1.29
H 1.27 2.30 -2.69
H 1.18 3.26 -1.13
H 0.00 1.25 -0.90
H 1.44 1.06 0.17
H -1.96 -2.03 -0.86
H 1.29 0.21 -1.30
H -1.96 -0.69 2.99
H -1.86 0.78 1.68
H -2.36 -3.32 0.89
H -1.63 -2.95 2.41
H -0.58 -3.36 0.98
```

Calculated values
- LUMO: 2.6 eV
- HOMO-LUMO gap: 0.1644 hartree
- Net charge: -1

Stability ranking, top and bottom: *x* is the most stable and *w* is the least stable.

*w*
A cluster of 12 separate species, C5H36N2O12 in total. Source: the OMol25 dataset; level of theory: ωB97M-V/def2-TZVPD.

Geometry as XYZ:
```
55
C5H36N2O12 (ωB97M-V/def2-TZVPD)
C -1.26 1.20 1.78
N -2.04 0.18 1.07
C -1.43 -0.42 -0.14
C -2.46 -1.51 -0.48
O -1.38 0.51 -1.20
C -0.01 -1.06 0.02
C 1.14 -0.14 0.07
N 2.40 -0.73 -0.59
H -0.21 0.89 1.75
H -1.60 1.17 2.82
H -1.30 2.19 1.30
H -2.97 0.45 0.77
H -3.50 -1.19 -0.13
H -2.60 -1.78 -1.53
H -2.34 -2.51 -0.01
H -0.51 0.88 -1.42
H 0.14 -1.85 -0.77
H 0.01 -1.73 0.89
H 1.18 0.87 -0.31
H 1.46 0.14 1.09
H 3.01 -1.07 0.14
H 2.23 -1.35 -1.36
O 1.03 -4.55 1.11
H 0.79 -3.67 0.81
H 0.20 -5.03 1.07
O -0.42 -1.08 -3.24
H -1.00 -0.71 -2.54
H -1.04 -1.24 -3.97
O -1.72 -3.60 -3.59
H -2.54 -3.10 -3.58
H -1.26 -3.17 -2.85
O -1.44 -2.43 2.62
H -1.77 -1.54 2.78
H -0.93 -2.83 3.33
O -1.11 4.36 -2.08
H -1.15 4.91 -1.29
H -1.94 3.86 -2.08
O 1.12 2.90 -1.16
H 0.34 3.37 -1.53
H 1.60 2.70 -1.98
O 2.54 2.12 3.89
H 2.62 3.09 3.89
H 3.19 1.94 3.19
O 0.55 -2.07 4.32
H 1.29 -2.21 3.73
H 0.97 -1.43 4.91
O 3.42 2.58 0.98
H 3.91 2.36 0.18
H 2.59 2.94 0.63
O 4.31 1.13 -1.69
H 4.85 0.34 -1.57
H 3.39 0.86 -1.51
O -3.57 2.37 -2.08
H -3.79 1.90 -2.89
H -2.97 1.78 -1.62
```

Calculated values
- LUMO: 0.1 eV
- HOMO-LUMO gap: 0.3561 hartree
- Net charge: 0

*x*
A cluster of 13 separate species, C5H36N2O12 in total. Source: the OMol25 dataset; level of theory: ωB97M-V/def2-TZVPD.

Geometry as XYZ:
```
55
C5H36N2O12 (ωB97M-V/def2-TZVPD)
C -0.16 0.87 -0.43
C 0.81 -0.09 0.25
C 1.76 0.62 1.20
C 1.53 1.91 1.42
N -1.30 0.09 -0.95
C -1.76 0.56 -2.27
N -0.86 -0.11 -3.35
H 0.26 1.54 -1.15
H -0.60 1.62 0.19
H 0.27 -0.95 0.75
H 1.34 -0.57 -0.60
H 2.68 0.21 1.70
H 1.92 2.59 2.18
H 0.85 2.45 0.80
H -1.01 -0.88 -0.80
H -1.65 1.64 -2.25
H -2.82 0.28 -2.46
H -0.65 -1.04 -3.00
H 0.01 0.41 -3.31
H 1.69 -0.47 -2.84
H 2.56 -1.28 -2.03
O 1.85 -1.40 -2.65
H -3.93 -2.19 -0.06
H -2.51 -1.93 0.71
O -3.45 -2.05 0.81
H 1.53 3.24 -1.66
H 0.40 3.09 -2.72
O 1.25 2.81 -2.44
H -2.82 -2.08 -2.70
H -2.64 -3.13 -1.57
O -3.31 -2.60 -2.08
H -3.72 1.88 1.42
H -2.68 1.29 0.31
O -2.83 1.92 1.00
H -0.16 -3.29 -1.81
H 0.07 -2.68 -0.52
O -0.67 -2.83 -1.11
H 1.06 -4.49 0.49
H 1.79 -3.40 1.31
O 1.20 -3.59 0.51
H 1.55 -2.11 3.32
H 3.03 -2.20 2.87
O 2.17 -2.70 2.91
H -2.05 0.27 2.23
H -1.83 1.63 2.98
O -1.57 0.76 2.91
H 0.39 0.82 3.38
H 0.55 0.24 4.73
O 1.05 0.40 3.93
H -1.21 3.39 -0.19
H -0.13 4.47 0.16
O -0.37 3.86 -0.51
H 4.46 1.55 0.90
H 4.48 0.99 -0.41
O 4.20 0.67 0.49
```

Calculated values
- LUMO: 0.1 eV
- HOMO-LUMO gap: 0.3123 hartree
- Net charge: 0

Stability ranking, top and bottom: *w* is the most stable and *x* is the least stable.

*w*
A cluster of 3 separate species, C6H10O4 in total. Source: the OMol25 dataset; level of theory: ωB97M-V/def2-TZVPD.

Geometry as XYZ:
```
20
C6H10O4 (ωB97M-V/def2-TZVPD)
C 0.99 0.88 -0.24
C 1.33 0.12 0.98
C 0.48 -0.88 1.37
C -0.69 -1.33 0.63
C -1.12 -0.38 -0.28
C 0.04 0.21 -1.03
H 1.26 3.19 -0.27
H 1.94 1.11 -0.80
H 2.17 0.59 1.64
H 0.67 -1.75 2.02
H -1.34 -1.93 1.32
H -0.42 -3.46 0.12
H -1.59 -1.13 -0.87
H -1.28 1.63 0.35
H 0.44 -0.50 -1.64
H -0.95 2.00 -1.28
O 0.77 2.16 0.45
O -0.27 -2.41 -0.46
O -2.00 0.78 0.16
O -0.45 1.07 -2.18
```

Calculated values
- LUMO: -0.5 eV
- HOMO-LUMO gap: 0.3379 hartree
- Net charge: 0

*x*
A structure of composition C6H10O4. Source: the OMol25 dataset; level of theory: ωB97M-V/def2-TZVPD.

Geometry as XYZ:
```
20
C6H10O4 (ωB97M-V/def2-TZVPD)
C 0.01 0.59 0.60
C -1.10 -0.29 -0.65
C 1.52 0.57 0.44
C 0.59 -2.20 -0.40
C -0.46 1.86 -0.57
C -0.49 -1.32 0.15
O -0.50 0.75 1.78
O -1.50 2.57 -0.10
O 0.22 2.24 -1.50
O -1.05 -1.66 1.31
H -0.97 -0.58 1.97
H -1.55 3.38 -0.63
H -2.14 -0.08 -0.40
H -0.81 -0.22 -1.69
H 1.92 1.52 0.79
H 1.95 -0.19 1.10
H 1.81 0.40 -0.60
H 1.37 -2.36 0.35
H 0.16 -3.17 -0.66
H 1.04 -1.78 -1.29
```

Calculated values
- LUMO: 0.3 eV
- HOMO-LUMO gap: 0.3453 hartree
- Net charge: 0

Stability ranking, top and bottom: *x* is the most stable and *w* is the least stable.